2 unconnected molecules or ions with the total composition C3H7NO. Source: OMol25; level of theory: wB97M-V/def2-TZVPD.

```
! wB97M-V def2-TZVPD RIJCOSX def2/J DEFGRID3
* xyz 0 1
C 0.13 1.49 -0.53
N 0.07 0.36 -1.10
C -1.25 -0.16 -1.38
H 1.12 1.89 -0.33
H -0.75 2.06 -0.23
H -1.53 0.14 -2.39
H -2.01 0.21 -0.69
H -1.26 -1.25 -1.33
C 1.37 -1.17 2.00
O 1.45 -2.23 1.45
H 2.10 -0.37 1.80
H 0.56 -0.96 2.72
*
```

The LUMO energy is 0.932 eV. The HOMO energy is -9.86 eV. As for the SMILES: C=NC.C=O. For the electronic energy, the calculation gives -6760.1390 eV. The orbital gap comes out at 10.794 eV.

natural (NBO) atomic charge list, values in e, 2 entries: number 1, C, carries -0.077; number 2, N, carries -0.375